Record 1
{
  "formula": "CH4IPS",
  "method": "ωB97M-V/def2-TZVPD",
  "lumo_ha": [-0.0548, -0.0638],
  "max_force_ev_per_a": 3.276,
  "orbital_gap_ev": [7.828, 6.698],
  "e_tot_ha": -1077.6309,
  "symbols": ["H", "I", "H", "P", "H", "H", "C", "S"],
  "xyz": [[1.052068, -1.478498, 1.693763], [-1.696086, 1.105963, -1.537765], [0.720483, -1.182701, 0.010004], [-2.845309, 2.759830, -2.762867], [-3.821994, 2.072097, -3.410624], [-0.461686, -2.137526, 1.054098], [0.157821, -1.227506, 0.960564], [-0.287041, 0.260084, 1.828139]],
  "atomic_forces_ev_per_a": [[-1.3, 0.1, -1.1], [0.1, -0.6, 0.2], [-0.8, 0.4, 0.2], [0.8, 1.8, 0.3], [-0.9, -1.2, -0.5], [-0.2, 0.8, -0.2], [2.6, -1.1, 1.7], [-0.3, -0.2, -0.6]]
}



Record 2
{
  "formula": "CH4N2",
  "method": "ωB97M-V/def2-TZVPD",
  "lumo_ha": 0.0468,
  "max_force_ev_per_a": 5.103,
  "orbital_gap_ev": 10.693,
  "e_tot_ha": -149.8912,
  "symbols": ["H", "H", "N", "N", "H", "H", "C"],
  "xyz": [[-1.056090, -1.396427, -0.337575], [0.496556, 0.151560, -1.413348], [-0.885802, 0.483497, 0.286098], [-0.429755, -0.917883, 0.300246], [-0.912597, 1.035269, 1.434407], [1.220394, 0.092239, 0.304063], [0.381510, 0.118672, -0.312921]],
  "atomic_forces_ev_per_a": [[0.0, 0.1, -0.3], [-0.2, 0.3, 0.8], [-0.4, 1.9, 3.2], [-0.8, 0.2, 0.5], [0.9, -2.5, -4.4], [1.8, 1.0, 0.4], [-1.3, -1.1, -0.2]]
}



Record 3
{
  "formula": "CH4N2",
  "method": "ωB97M-V/def2-TZVPD",
  "lumo_ha": 0.0325,
  "max_force_ev_per_a": 6.833,
  "orbital_gap_ev": 10.152,
  "e_tot_ha": -149.9731,
  "symbols": ["N", "N", "H", "C", "H", "H", "H"],
  "xyz": [[-0.789734, -0.217383, -0.134184], [1.457700, -0.111043, -0.060809], [-0.792600, -1.044708, 0.477935], [0.294804, 0.492886, 0.023142], [-1.669242, 0.443219, -0.123882], [1.231823, -1.070598, -0.189013], [0.267250, 1.507626, 0.006811]],
  "atomic_forces_ev_per_a": [[-6.1, 0.6, 0.6], [-1.1, 2.7, 0.9], [-0.7, 0.6, -0.7], [6.0, -3.0, -1.2], [1.9, -2.5, 0.3], [0.2, -1.4, -0.2], [-0.2, 3.0, 0.2]]
}



Record 4
{
  "formula": "CH4N2O",
  "method": "ωB97M-V/def2-TZVPD",
  "lumo_ha": 0.0272,
  "max_force_ev_per_a": 1.270,
  "orbital_gap_ev": 10.813,
  "e_tot_ha": -225.2732,
  "symbols": ["C", "H", "H", "H", "H", "N", "N", "O"],
  "xyz": [[-0.009754, -0.040403, -0.155768], [0.269690, -1.982891, 0.519157], [1.272682, -0.881374, 1.282626], [-0.289014, 0.890980, 1.639408], [-1.289183, 1.412362, 0.320876], [-0.412046, 1.039199, 0.652433], [0.689646, -1.073501, 0.488865], [-0.230912, -0.049326, -1.338537]],
  "atomic_forces_ev_per_a": [[0.0, 0.5, 0.4], [0.0, -0.1, -0.4], [-0.2, 0.3, 0.3], [-0.5, 0.1, 0.1], [0.2, 0.4, 0.2], [0.6, -1.0, -0.6], [0.4, 0.1, 0.1], [-0.5, -0.3, 0.0]]
}